(1)
The following is a quantum chemistry calculation of 3 unconnected molecules or ions with the total composition C4H15NO3 in a non-equilibrium geometry, from the Open Molecules 2025 dataset.

**E_HOMO**: -0.3497 Ha
**Molar mass**: 125.17 g/mol
**SMILES string**: CNCCCO.O.O
**Energy above the lowest of the compared OMol25 structures with the same formula, charge and spin**: 57.7 kcal per mole
**Net charge**: 0
**Electronic energy**: -441.789846 Eh

Element x y z (Å)
1 C 0.01979 2.37365 -1.12474
2 N 0.04354 0.97965 -1.58351
3 C 0.81160 0.21196 -0.49254
4 C 0.23886 0.64862 0.96678
5 C 0.96595 0.08046 2.14679
6 O 1.80118 -1.09837 1.67337
7 H -0.14724 3.16195 -1.89407
8 H -0.81231 2.62245 -0.52637
9 H 1.08722 2.69094 -0.78950
10 H 0.55902 0.79657 -2.53207
11 H 0.50131 -0.84930 -0.64636
12 H 1.91774 0.36195 -0.65984
13 H 0.19252 1.73226 0.86053
14 H -0.82106 0.36772 0.85754
15 H 0.31636 -0.39487 2.98750
16 H 1.74054 0.73998 2.52443
17 H 1.40080 -1.90940 1.72268
18 O -1.59665 -3.09917 0.51230
19 H -1.53109 -3.39932 -0.40840
20 H -0.77564 -2.52379 0.65675
21 O -2.01541 -1.36776 -1.75106
22 H -1.56681 -0.51405 -1.66256
23 H -2.33025 -1.61214 -0.83766

---

(2)
The following is a quantum chemistry calculation of a molecular structure, C4H15NO3 in a non-equilibrium geometry, from the Open Molecules 2025 dataset.

**E_HOMO**: -0.3399 Ha
**Molar mass**: 125.17 g/mol
**Energy above the lowest of the compared OMol25 structures with the same formula, charge and spin**: 85.9 kcal per mole
**Net charge**: 0
**Electronic energy**: -441.745030 Eh

Element x y z (Å)
1 C -2.81903 -1.22532 0.23059
2 C -1.27739 -1.24926 -0.12976
3 C -0.85185 0.13751 -0.63797
4 O 0.56404 0.43014 -0.64300
5 C 1.27128 -0.50940 -1.48775
6 N -0.57990 -1.53649 1.11397
7 H -3.08053 -2.20983 0.61848
8 H -3.52160 -0.92517 -0.54684
9 H -2.97512 -0.64007 1.13680
10 H -0.95139 -2.02180 -0.82618
11 H -1.22420 0.86732 0.08093
12 H -1.40234 0.50428 -1.50430
13 H 2.32886 -0.25941 -1.40333
14 H 1.05407 -0.41816 -2.55198
15 H 1.31364 -1.54058 -1.13705
16 H -0.03373 -2.37952 1.00867
17 H 0.04675 -0.76538 1.29507
18 O 1.74744 1.73744 0.41573
19 H 0.89760 1.29901 0.45801
20 H 2.28031 1.17436 -0.14572
21 O 2.20792 3.51092 1.59992
22 H 2.95307 3.19101 2.10850
23 H 2.05211 2.82837 0.94718

---

(3)
The following is a quantum chemistry calculation of a molecular structure, C4H15NO3 in a non-equilibrium geometry, from the Open Molecules 2025 dataset.

**E_HOMO**: -0.3387 Ha
**Molar mass**: 125.17 g/mol
**Energy above the lowest of the compared OMol25 structures with the same formula, charge and spin**: 127.6 kcal per mole
**Net charge**: 0
**Electronic energy**: -441.678610 Eh

Element x y z (Å)
1 N -0.61981 -1.16394 -1.52413
2 C 0.09031 -1.49508 -0.35371
3 C 1.28314 -0.52645 -0.13696
4 C 1.27032 0.39830 -1.41344
5 C -0.19341 0.19050 -1.93956
6 H -0.44554 -1.82086 -2.26999
7 H 0.30344 -2.59889 -0.29097
8 H -0.64212 -1.14580 0.56259
9 H 2.23693 -1.05346 -0.03867
10 H 0.88013 0.13447 0.72245
11 H 2.01465 -0.03259 -2.06996
12 H 1.48982 1.42755 -1.09449
13 H -0.22720 0.33606 -3.04055
14 H -0.85172 0.99225 -1.59293
15 H -0.80792 -0.22178 2.32104
16 H -0.37909 -0.64416 3.87246
17 O -0.19493 -0.87678 2.93337
18 H -2.16342 0.56821 1.15891
19 H -1.39673 -1.24099 0.90055
20 O -1.33894 0.89449 1.50848
21 H 0.12992 3.29478 0.95592
22 H -0.52262 1.92982 0.58379
23 O 0.08479 2.65434 0.24580

---

(4)
The following is a quantum chemistry calculation of 4 unconnected molecules or ions with the total composition C4H15NO3 in a non-equilibrium geometry, from the Open Molecules 2025 dataset.

**E_HOMO**: -0.3565 Ha
**Molar mass**: 125.17 g/mol
**SMILES string**: C/C=C/NC.O.O.O
**Energy above the lowest of the compared OMol25 structures with the same formula, charge and spin**: 26.0 kcal per mole
**Net charge**: 0
**Electronic energy**: -441.840457 Eh

Element x y z (Å)
1 C -1.83479 1.73433 0.65929
2 C -1.05101 0.84063 -0.24940
3 C -0.07122 1.24202 -1.05450
4 N 0.74341 0.30776 -1.79640
5 C 2.15974 0.37245 -1.37095
6 H -2.22714 1.27768 1.55971
7 H -1.23274 2.62151 0.84473
8 H -2.74322 2.08151 0.14741
9 H -1.25473 -0.22465 -0.22701
10 H 0.12383 2.30768 -1.18277
11 H 0.67696 0.50594 -2.79040
12 H 2.82446 0.52305 -2.22069
13 H 2.40444 1.15963 -0.65394
14 H 2.39377 -0.57241 -0.87515
15 O -0.68916 -2.39210 2.08385
16 H -0.16898 -2.16614 1.28900
17 H -1.42281 -2.87346 1.69017
18 O -0.08429 -2.40242 -0.73611
19 H 0.16057 -1.47714 -0.94025
20 H 0.73518 -2.90479 -0.64238
21 O 0.20008 0.27073 2.44506
22 H -0.20546 -0.60934 2.46201
23 H 0.56311 0.37754 1.55871

---

(5)
The following is a quantum chemistry calculation of 4 unconnected molecules or ions with the total composition C4H15NO3 in a non-equilibrium geometry, from the Open Molecules 2025 dataset.

**E_HOMO**: -0.3500 Ha
**Molar mass**: 125.17 g/mol
**SMILES string**: C=CCCN.O.O.O
**Energy above the lowest of the compared OMol25 structures with the same formula, charge and spin**: 56.4 kcal per mole
**Net charge**: 0
**Electronic energy**: -441.792045 Eh

Element x y z (Å)
1 C -0.91573 -2.33719 0.49504
2 C -0.53374 -1.58850 -0.52116
3 C 0.81884 -0.91508 -0.70609
4 C 0.70945 0.33066 -1.58998
5 N 0.51611 1.50204 -0.66822
6 H -0.32774 -2.41391 1.42412
7 H -1.89674 -2.66311 0.83091
8 H -1.18535 -1.53134 -1.39431
9 H 1.33573 -0.66866 0.20309
10 H 1.34998 -1.79820 -1.09267
11 H 0.00441 0.14274 -2.40906
12 H 1.63468 0.42372 -2.17200
13 H 1.18715 2.24919 -0.70563
14 H -0.48162 1.59243 -0.66879
15 O -3.05796 -0.05293 0.35002
16 H -3.36385 0.06779 1.23916
17 H -2.24982 0.38617 0.17557
18 O 3.29796 0.85026 0.52639
19 H 2.71758 0.12346 0.73747
20 H 2.79061 1.31743 -0.13174
21 O -1.14961 1.78227 1.95859
22 H -0.36198 2.34296 2.11447
23 H -0.83835 0.85779 2.00481

---

(6)
The following is a quantum chemistry calculation of 5 unconnected molecules or ions with the total composition C4H15NO3 in a non-equilibrium geometry, from the Open Molecules 2025 dataset.

**E_HOMO**: -0.3305 Ha
**Molar mass**: 125.17 g/mol
**Energy above the lowest of the compared OMol25 structures with the same formula, charge and spin**: 159.8 kcal per mole
**Net charge**: 0
**Electronic energy**: -441.627194 Eh

Element x y z (Å)
1 N -1.32276 0.41511 1.21356
2 C -1.63827 0.20123 -0.17606
3 C -0.64316 0.94353 -0.98313
4 C -0.39577 2.18378 -0.08686
5 C -0.35774 1.53332 1.31338
6 H -0.84143 -0.42306 1.52595
7 H -2.65519 0.54792 -0.35948
8 H -1.58361 -0.89466 -0.32169
9 H -0.95524 1.25066 -1.96519
10 H 0.27538 0.30941 -1.11132
11 H -1.24165 2.92139 -0.21088
12 H 0.39919 2.95256 -0.24060
13 H -0.67861 2.25252 2.06575
14 H 0.65936 1.15775 1.47364
15 H 1.08889 -2.32843 -0.51340
16 H 1.41413 -3.08933 -2.01069
17 O 1.11527 -2.26451 -1.52079
18 H 0.10700 -2.54326 1.25550
19 H -1.89325 -1.76071 -0.44378
20 O 0.68380 -1.82609 0.93675
21 H 2.11279 -0.58389 0.30720
22 H 3.42917 -0.87436 -0.23706
23 O 2.92169 -0.08089 0.08920

---

(7)
The following is a quantum chemistry calculation of 4 unconnected molecules or ions with the total composition C4H15NO4S in a non-equilibrium geometry, from the Open Molecules 2025 dataset.

**E_HOMO**: -0.3300 Ha
**Molar mass**: 173.23 g/mol
**SMILES string**: C[C@H](CS)NC=O.O.O.O
**Energy above the lowest of the compared OMol25 structures with the same formula, charge and spin**: 43.2 kcal per mole
**Net charge**: 0
**Electronic energy**: -915.251495 Eh

Element x y z (Å)
1 C 1.61107 0.97214 -1.41525
2 C 0.68344 -0.27034 -1.23708
3 C -0.77564 0.13152 -1.16762
4 S -1.51673 0.93976 -2.65096
5 N 1.24439 -1.14199 -0.14289
6 C 0.88678 -2.50261 -0.25881
7 O 0.01694 -2.95729 -0.94842
8 H 2.29559 1.17839 -0.57244
9 H 1.29323 2.03205 -1.50760
10 H 2.17124 0.86959 -2.36668
11 H 0.75677 -0.87482 -2.14236
12 H -1.39693 -0.73993 -0.93979
13 H -1.08551 0.88151 -0.37279
14 H -1.61330 2.09767 -2.07370
15 H 2.21402 -0.90607 -0.18986
16 H 1.37765 -3.05445 0.58520
17 O -1.86472 0.26015 1.86698
18 H -1.95719 -0.71916 1.94882
19 H -1.74020 0.73892 2.73340
20 O 0.81720 2.51997 2.48174
21 H -0.09123 2.72013 2.69160
22 H 1.39721 2.16933 3.11862
23 O 0.47074 -0.23398 4.03641
24 H 0.59682 -0.12848 3.05396
25 H 1.31674 0.16543 4.18105

---

(8)
The following is a quantum chemistry calculation of 2 unconnected molecules or ions with the total composition C4H15NOSi2 in a non-equilibrium geometry, from the Open Molecules 2025 dataset.

**Expectation value of S²**: 2.006
**E_HOMO (spin up / spin down)**: -0.2096 / -0.3633 Ha
**Molar mass**: 149.34 g/mol
**Spin multiplicity**: 3
**Energy above the lowest of the compared OMol25 structures with the same formula, charge and spin**: 23.4 kcal per mole
**Net charge**: 0
**Electronic energy**: -870.219463 Eh

Element x y z (Å)
1 C -2.35757 -1.36633 2.56897
2 C -1.72428 0.16726 -1.03484
3 C 0.81411 1.93267 -1.67262
4 C 0.85229 -1.04647 -2.43645
5 N -1.84822 0.02384 2.57683
6 O 0.71339 -0.24688 0.31534
7 Si -0.46944 0.75936 3.00408
8 Si 0.13658 0.17281 -1.14348
9 H -2.14990 -1.75040 3.53741
10 H -3.44213 -1.28367 2.37978
11 H -2.05205 -1.83442 1.76402
12 H -2.10866 0.99921 -0.40392
13 H -2.15878 0.43771 -1.96846
14 H -2.08588 -0.70588 -0.54001
15 H 0.10689 2.48627 -2.27084
16 H 0.96476 2.56159 -0.72827
17 H 1.70329 1.90329 -2.26967
18 H 1.57235 -1.78139 -2.08883
19 H 0.10289 -1.59634 -2.91809
20 H 1.39531 -0.45802 -3.20930
21 H 0.25762 -0.82697 0.95979
22 H 0.98580 0.44058 3.55604
23 H -0.23754 2.21147 3.43309